# 1
ORCA calculation (ωB97M-V/def2-TZVPD) on a cluster of 2 separate species, C5H8N in total at a distorted geometry.

For the HOMO-LUMO gap (alpha / beta), the calculation gives 8.97 / 6.53 eV. As for the spin multiplicity: 1. The net charge is +1. The value obtained for the total energy is -6789.238 eV.

Structure (XYZ):
```
14
Properties=species:S:1:pos:R:3:forces:R:3
C -0.064652 -1.459273 -1.829430 -4.2 -0.3 -0.9
C -0.339020 1.702543 -0.527921 1.4 1.3 -0.3
C -1.206952 0.498209 -0.709766 -0.8 0.4 1.4
C 0.343705 0.378088 -0.291444 1.4 1.2 3.3
C 0.971231 -0.443471 2.392591 -2.1 1.4 0.2
N -0.246224 -0.421428 -1.176790 0.0 1.5 -0.2
H 0.781475 -1.891921 -2.078159 4.5 -1.7 -0.3
H -0.934325 -1.857973 -2.274146 -0.9 -0.5 -0.5
H 0.139056 2.299348 -1.381548 -1.3 -0.9 1.0
H -0.465414 2.330319 0.420437 -0.1 -1.1 -1.5
H -1.947117 0.187373 0.038037 0.1 0.0 -0.7
H 0.959861 0.442426 3.150187 -0.5 -1.7 -1.6
H 1.961683 -0.661013 2.076047 0.4 -0.7 -0.4
H 0.046692 -1.103228 2.191905 1.9 1.1 0.6
```
Positions in Å, forces in eV/Å.

The natural (NBO) scheme yields these atomic charges, measured in e: 0.02, -0.43, -0.06, 0.22, -0.32, -0.28, 0.22, 0.21, 0.27, 0.27, 0.25, 0.22, 0.19, 0.21

---

# 2
ORCA calculation (ωB97M-V/def2-TZVPD) on a structure of composition C5H8N at a distorted geometry.

For the HOMO-LUMO gap, the calculation gives 9.10 eV. As for the spin multiplicity: 1. The net charge is +1. The value obtained for the total energy is -6790.229 eV.

Structure (XYZ):
```
14
Properties=species:S:1:pos:R:3:forces:R:3
C 1.649966 -0.688264 0.497547 2.2 -0.1 -2.9
C 1.914640 0.119484 -0.688079 3.4 1.0 -0.7
C 0.849274 1.050380 -0.221438 2.0 2.2 0.8
C 0.513161 0.252029 1.022128 -1.7 1.4 0.4
C -2.476975 -0.640367 0.113779 0.9 -1.9 -1.0
N 1.136608 -0.816336 1.587550 -1.4 -1.7 4.0
H 3.056759 0.473327 -0.651817 -2.5 -0.7 -0.1
H 1.811297 -0.426205 -1.599163 -0.2 -0.4 -0.7
H 1.305928 2.023036 0.264905 -0.9 -1.6 -0.9
H 0.081926 1.358828 -0.900677 -0.8 -0.1 0.1
H -1.508239 -0.353827 0.551574 -0.4 0.3 0.0
H -2.218084 -1.595139 -0.539006 -1.0 2.2 1.0
H -3.003850 0.190765 -0.362054 0.5 -0.3 -0.4
H -3.112411 -0.947717 0.924747 -0.1 -0.3 0.4
```
Positions in Å, forces in eV/Å.

The natural (NBO) scheme yields these atomic charges, measured in e: 0.45, -0.49, -0.48, 0.41, -0.83, -0.20, 0.33, 0.31, 0.33, 0.32, 0.16, 0.22, 0.24, 0.24

---

# 3
ORCA calculation (ωB97M-V/def2-TZVPD) on the ion C5H8N with charge +1 at a distorted geometry.

For the HOMO-LUMO gap, the calculation gives 9.74 eV. As for the spin multiplicity: 1. Its SMILES is [NH3+][C@@H]1CC12C=C2. The net charge is +1. The value obtained for the total energy is -6793.373 eV.

Structure (XYZ):
```
14
Properties=species:S:1:pos:R:3:forces:R:3
N -1.301727 0.756875 0.025794 -2.0 1.7 1.0
C -0.401676 -0.211070 -0.583017 0.4 -0.9 2.1
C 0.071240 -1.362364 0.353722 0.4 2.9 -0.7
C 0.958715 -0.212234 0.018616 -1.2 -0.3 0.5
C 2.049880 0.728159 0.579703 -2.3 -1.7 -1.3
C 2.219671 0.078023 -0.518780 1.5 1.0 0.8
H -2.329645 0.401262 0.289635 2.8 0.7 -0.4
H -1.484821 1.554725 -0.685366 0.6 -1.2 1.8
H -0.711779 1.092187 0.900995 -2.1 -0.3 -1.9
H -0.650783 -0.458854 -1.567224 -0.1 -0.1 -1.4
H 0.230924 -2.231580 -0.135044 0.5 -2.7 -1.7
H -0.362373 -1.537206 1.288513 -0.6 0.3 1.5
H 2.254608 1.229282 1.452943 0.7 1.2 1.4
H 2.935555 -0.031948 -1.243478 1.4 -0.7 -1.7
```
Positions in Å, forces in eV/Å.

The natural (NBO) scheme yields these atomic charges, measured in e: -0.71, -0.12, -0.41, -0.13, -0.12, -0.10, 0.46, 0.46, 0.47, 0.24, 0.24, 0.23, 0.25, 0.24

---

# 4
ORCA calculation (ωB97M-V/def2-TZVPD) on a cluster of 2 separate species, C5H8N in total at a distorted geometry.

For the HOMO-LUMO gap (alpha / beta), the calculation gives 8.75 / 8.75 eV. As for the spin multiplicity: 1. The net charge is +1. The value obtained for the total energy is -6791.547 eV.

Structure (XYZ):
```
14
Properties=species:S:1:pos:R:3:forces:R:3
C -1.642560 0.398820 -0.661816 -0.4 -2.3 4.1
C -2.190786 0.320495 0.738854 0.5 1.4 -0.2
C 2.201768 -0.885929 0.652724 -1.2 0.9 -0.2
C -1.572583 -0.740591 0.334255 0.5 -0.7 -0.9
C 0.961256 0.785170 -0.609401 1.7 0.0 3.5
N 1.187152 -0.283747 0.177891 -0.2 1.8 -0.2
H -2.193258 0.238585 -1.522236 -0.8 0.5 -2.0
H -2.641718 0.940769 1.529661 0.1 -0.6 -0.6
H 2.010449 -1.718334 1.341384 0.5 0.2 -0.4
H 3.161973 -0.445463 0.363565 0.1 -0.8 0.5
H 1.315169 1.852880 -0.355952 -1.5 -1.6 0.4
H 1.186918 0.587692 -1.566995 0.0 -0.7 -3.8
H -0.571973 0.728596 -0.808084 1.2 1.2 -0.3
H -1.211811 -1.778941 0.386153 -0.6 0.8 0.3
```
Positions in Å, forces in eV/Å.

The natural (NBO) scheme yields these atomic charges, measured in e: -0.33, -0.09, 0.06, -0.13, -0.02, -0.35, 0.24, 0.27, 0.23, 0.21, 0.27, 0.22, 0.14, 0.27

---

# 5
ORCA calculation (ωB97M-V/def2-TZVPD) on the ion C5H8N with charge +1 at a distorted geometry.

For the HOMO-LUMO gap, the calculation gives 12.96 eV. As for the spin multiplicity: 1. Its SMILES is C[C@H]1[C@]23C[N@@+]12C3. The net charge is +1. The value obtained for the total energy is -6793.695 eV.

Structure (XYZ):
```
14
Properties=species:S:1:pos:R:3:forces:R:3
C 0.981327 0.849990 1.335659 -0.1 0.0 0.6
C 0.228223 -0.250445 0.637763 1.9 -0.1 0.9
C -1.023453 -0.231728 -0.104013 -0.1 0.3 -0.3
C -0.680185 -1.467778 -0.877232 -2.2 -2.0 -2.1
N 0.296595 -0.382968 -0.895575 0.4 1.1 -0.5
C -0.664255 0.834087 -1.113437 -0.3 -0.8 0.5
H 1.493081 1.699542 0.828449 0.0 -1.3 -0.1
H 1.547699 0.253015 2.048155 1.1 0.7 -0.3
H 0.331949 1.349928 2.014689 -1.1 0.5 0.5
H 0.540814 -1.223765 1.074506 -0.7 0.7 -0.4
H -0.310366 -2.366110 -0.335067 -0.4 0.9 -0.3
H -1.283132 -1.773078 -1.818137 1.3 1.1 1.5
H -1.204435 0.927259 -2.057355 0.3 -0.5 0.1
H -0.253862 1.782052 -0.738404 -0.1 -0.7 -0.1
```
Positions in Å, forces in eV/Å.

The natural (NBO) scheme yields these atomic charges, measured in e: -0.69, -0.02, 0.11, -0.23, -0.11, -0.19, 0.27, 0.26, 0.26, 0.25, 0.26, 0.28, 0.27, 0.26

---

# 6
ORCA calculation (ωB97M-V/def2-TZVPD) on the ion C5H8N with charge +1 at a distorted geometry.

For the HOMO-LUMO gap, the calculation gives 9.53 eV. As for the spin multiplicity: 1. Its SMILES is [NH3+][C@]12C[C@]13C[C@H]32. The net charge is +1. The value obtained for the total energy is -6792.046 eV.

Structure (XYZ):
```
14
Properties=species:S:1:pos:R:3:forces:R:3
N 1.609552 0.425455 0.105126 1.3 1.1 2.2
C 0.579238 -0.609671 -0.275854 -2.1 1.3 -0.1
C -0.180846 -1.419666 0.772309 0.3 3.4 1.3
C -1.078577 -0.335793 0.292799 2.5 -1.4 -1.0
C -1.377149 0.990407 -0.328838 0.5 1.0 2.0
C -0.681519 -0.053492 -1.050934 0.7 -2.0 -2.6
H 1.561250 1.193563 -0.590849 0.2 -0.6 0.3
H 2.636447 0.039296 0.087226 -2.4 0.7 0.0
H 1.482457 0.934814 1.084585 0.3 -1.4 -2.1
H 0.055113 -1.277351 1.797590 0.7 0.1 1.1
H -0.317677 -2.410232 0.620477 -0.9 -2.9 -1.2
H -0.934664 1.932314 -0.040747 0.1 0.1 0.2
H -2.428498 1.002401 -0.416558 -1.1 0.6 -0.6
H -0.925122 -0.412047 -2.056326 0.0 -0.1 0.5
```
Positions in Å, forces in eV/Å.

The natural (NBO) scheme yields these atomic charges, measured in e: -0.73, 0.03, -0.36, 0.14, -0.38, -0.25, 0.45, 0.47, 0.44, 0.22, 0.25, 0.21, 0.26, 0.25

---

# 7
ORCA calculation (ωB97M-V/def2-TZVPD) on a cluster of 2 separate species, C5H8N in total at a distorted geometry.

For the HOMO-LUMO gap, the calculation gives 8.85 eV. As for the spin multiplicity: 1. The net charge is +1. The value obtained for the total energy is -6791.431 eV.

Structure (XYZ):
```
14
Properties=species:S:1:pos:R:3:forces:R:3
C 2.721016 0.481138 0.121474 -2.8 -1.3 0.0
C 1.513854 0.263466 0.048916 2.4 -0.4 0.3
C -0.476003 -1.128909 -0.704560 1.5 -3.2 -1.8
C -0.547035 -1.153810 0.753849 -0.2 -1.8 0.5
C -1.038751 1.668556 -0.118187 0.9 -1.2 0.1
N 0.178612 -0.083162 0.027960 -2.4 4.1 0.3
H 3.789695 0.357932 0.263768 -0.5 0.6 -0.2
H 0.290159 -1.885070 -1.057071 -1.2 1.1 -0.2
H -1.407908 -1.011956 -1.298603 1.1 0.5 0.3
H -1.555899 -1.052082 1.083224 -0.3 1.4 0.7
H -0.094387 -1.980534 1.338514 0.6 1.1 -0.6
H -1.992223 1.309073 0.449434 2.2 0.8 -0.9
H -0.216246 2.300544 0.310965 -1.3 -0.7 0.1
H -1.164885 1.914810 -1.219682 0.2 -1.0 1.3
```
Positions in Å, forces in eV/Å.

The natural (NBO) scheme yields these atomic charges, measured in e: -0.10, 0.07, -0.22, -0.22, -0.20, -0.33, 0.28, 0.24, 0.25, 0.24, 0.26, 0.25, 0.24, 0.24

---

# 8
ORCA calculation (ωB97M-V/def2-TZVPD) on the ion C5H8N with charge +1 at a distorted geometry.

For the HOMO-LUMO gap (alpha / beta), the calculation gives 7.60 / 8.69 eV. As for the spin multiplicity: 3. The net charge is +1. The value obtained for the total energy is -6789.744 eV. As for the expectation value of S²: 2.008.

Structure (XYZ):
```
14
Properties=species:S:1:pos:R:3:forces:R:3
C 1.270008 -0.190473 1.050282 -1.8 3.4 7.7
C 1.551286 -0.744332 -0.118311 0.1 0.0 -10.0
C 0.482057 0.974844 0.610442 0.9 -1.5 1.0
C -0.664841 0.577524 -0.272016 -2.7 -0.7 1.0
C -1.517354 -0.734529 -0.087238 3.0 2.6 -0.7
N 0.620733 0.581200 -0.842548 1.6 -1.8 -1.2
H 1.340357 -0.715841 1.970384 -0.3 0.1 0.9
H 1.747286 -1.428487 -0.910580 0.5 -1.0 0.5
H 0.443433 1.962383 0.981466 0.4 0.9 0.4
H -1.294285 1.446562 -0.483512 0.5 0.0 -0.3
H -0.802790 -1.421551 0.315058 -0.2 -1.0 0.4
H -1.755230 -0.957180 -1.092000 -0.9 -0.8 -0.8
H -2.315139 -0.468661 0.551318 -1.0 -0.2 0.6
H 0.894476 1.118539 -1.672744 0.0 -0.1 0.5
```
Positions in Å, forces in eV/Å.

The natural (NBO) scheme yields these atomic charges, measured in e: -0.20, 0.17, -0.07, -0.04, -0.58, -0.45, 0.24, 0.25, 0.27, 0.25, 0.21, 0.24, 0.25, 0.45